(1)
DFT (ωB97M-V/def2-TZVPD) results for a structure of composition C31H38N8O4S2SeTi in a non-equilibrium geometry.

The geometry in XYZ format:
```
85
Properties=species:S:1:pos:R:3:lowdin_charge:R:1
Ti -1.260 0.464 -0.088 0.987
N -4.177 0.761 3.182 0.093
C -3.121 0.993 2.364 -0.841
S -3.427 1.584 0.744 0.740
N -1.926 0.807 2.828 0.019
N -0.974 1.147 1.860 -0.172
C 0.036 1.805 2.313 -0.040
C 1.025 2.443 1.488 -0.166
C 2.130 3.090 2.048 -0.019
C 2.987 3.818 1.255 -0.067
C 2.719 3.938 -0.110 -0.057
C 1.621 3.320 -0.674 -0.015
C 0.792 2.536 0.117 -0.334
O -0.260 1.902 -0.418 -0.260
H -5.047 0.536 2.729 0.079
H -3.974 0.200 3.995 0.105
H 0.064 1.963 3.387 0.148
H 2.310 2.994 3.113 0.126
H 3.861 4.290 1.682 0.111
H 3.386 4.515 -0.740 0.116
H 1.410 3.402 -1.735 0.122
N -0.169 -0.251 -2.019 -0.049
C -0.738 -0.560 -3.343 -0.222
C -1.306 0.671 -4.028 -0.172
C -2.558 1.211 -3.364 -0.234
N -2.256 1.786 -2.050 -0.025
H 0.521 0.491 -2.102 0.046
H 0.396 -1.032 -1.695 -0.007
H -1.536 -1.293 -3.230 0.094
H 0.034 -1.001 -3.974 0.124
H -1.544 0.413 -5.061 0.117
H -0.538 1.453 -4.065 0.120
H -3.266 0.397 -3.209 0.096
H -3.032 1.941 -4.022 0.116
H -3.110 2.102 -1.610 0.019
H -1.652 2.593 -2.135 0.096
O -3.612 -3.995 1.796 -0.292
S -4.386 -2.838 1.438 0.644
O -5.360 -2.348 2.370 -0.293
N -3.379 -1.640 0.955 -0.001
C -3.425 -1.469 -0.333 -0.513
O -2.648 -0.686 -1.003 -0.225
C -4.451 -2.288 -1.043 -0.132
C -4.752 -2.318 -2.391 0.001
C -5.751 -3.184 -2.819 -0.059
C -6.426 -3.998 -1.912 -0.061
C -6.112 -3.972 -0.556 -0.022
C -5.118 -3.106 -0.156 -0.206
H -4.223 -1.679 -3.087 0.105
H -6.010 -3.228 -3.870 0.107
H -7.204 -4.661 -2.268 0.108
H -6.628 -4.603 0.156 0.125
C 7.479 2.451 2.036 -0.060
C 6.214 1.808 1.517 -0.288
C 5.378 1.077 2.350 -0.031
C 4.223 0.454 1.879 -0.316
C 3.376 -0.329 2.845 -0.093
C 3.883 0.554 0.517 -0.540
Se 2.315 -0.328 -0.142 0.739
C 4.713 1.310 -0.337 -0.316
C 4.410 1.475 -1.803 -0.099
C 5.856 1.916 0.179 -0.036
H 7.563 2.331 3.117 0.068
H 7.505 3.519 1.810 0.073
H 8.362 1.999 1.580 0.076
H 5.634 0.984 3.403 0.109
H 3.710 -0.168 3.874 0.074
H 3.415 -1.398 2.619 0.074
H 2.326 -0.042 2.756 0.029
H 3.341 1.623 -1.960 0.023
H 4.686 0.576 -2.359 0.078
H 4.961 2.324 -2.216 0.073
H 6.490 2.493 -0.492 0.115
C -0.933 -3.225 -1.075 0.019
C -0.490 -2.708 0.251 -0.374
N -0.520 -1.478 0.750 -0.009
C -0.001 -1.569 2.039 -0.158
C 0.321 -2.845 2.310 -0.049
N 0.010 -3.549 1.167 0.130
H -1.426 -2.458 -1.653 0.036
H -1.637 -4.048 -0.930 0.101
H -0.077 -3.601 -1.640 0.102
H 0.108 -0.722 2.682 0.082
H 0.744 -3.306 3.186 0.123
H 0.126 -4.537 1.031 0.167
```

Summary:
Net charge = 0
HOMO level = -6.1 eV
E_LUMO = -0.58 eV

=====

(2)
DFT (ωB97M-V/def2-TZVPD) results for a structure of composition C31H38NO2Tm in a non-equilibrium geometry.

The geometry in XYZ format:
```
73
Properties=species:S:1:pos:R:3:lowdin_spin:R:1
O 0.253 3.453 -2.806 0.000
C -0.973 3.754 -3.580 0.000
C -0.280 4.709 -4.536 0.000
H -1.740 4.207 -2.931 0.000
H -1.347 2.888 -4.147 0.000
C 0.978 4.364 -3.707 0.000
H -0.572 5.759 -4.459 0.000
H -0.298 4.340 -5.564 0.000
C 1.469 5.555 -2.900 0.000
H 0.675 5.880 -2.213 0.000
H 1.740 6.375 -3.581 0.000
H 2.334 5.252 -2.297 0.000
C 2.081 3.694 -4.516 0.000
H 1.730 2.776 -5.016 0.000
H 2.942 3.468 -3.868 0.000
H 2.428 4.394 -5.294 0.000
Tm 0.791 -0.627 0.583 2.016
C 1.776 -2.877 0.132 -0.002
C 0.364 -3.127 0.153 -0.002
C -0.211 -2.584 -1.028 -0.002
H -0.165 -3.733 0.887 0.000
C 0.861 -2.068 -1.825 -0.001
C 2.070 -2.190 -1.088 -0.002
H 3.052 -1.870 -1.449 0.000
H 2.503 -3.218 0.878 0.000
H -1.255 -2.682 -1.333 0.000
H 0.795 -1.788 -2.879 0.000
C 2.382 -0.574 2.448 -0.002
C 3.134 -0.267 1.273 -0.003
C 2.643 0.978 0.749 0.000
H 3.984 -0.847 0.906 0.000
C 1.592 1.437 1.604 0.000
C 1.434 0.481 2.662 -0.002
H 0.769 0.597 3.520 0.000
H 2.564 -1.424 3.110 0.000
H 3.058 1.549 -0.088 0.000
H 1.066 2.390 1.519 0.000
O -0.200 0.979 -0.852 -0.001
C 0.391 0.956 -2.165 0.000
C -0.689 0.561 -3.156 0.000
H 1.310 0.344 -2.218 0.000
H 0.679 2.002 -2.309 0.000
C -2.030 0.872 -2.488 0.000
H -0.549 -0.528 -3.263 0.000
H -0.592 1.006 -4.139 0.000
C -1.682 0.878 -1.002 0.000
H -2.780 0.101 -2.754 0.000
H -2.422 1.854 -2.773 0.000
H -1.958 -0.109 -0.599 0.000
H -2.105 1.684 -0.395 0.000
C -4.578 -2.180 1.652 0.000
C -3.896 -1.007 1.293 0.000
C -2.580 -0.800 1.706 0.000
C -1.865 -1.852 2.333 0.000
C -2.584 -3.006 2.735 0.000
C -3.915 -3.183 2.363 0.000
N -0.484 -1.758 2.484 -0.002
C 0.042 -2.397 3.617 0.000
C -0.425 -2.044 4.912 0.000
C 0.028 -2.704 6.053 0.000
C 0.977 -3.733 5.933 0.000
C 1.458 -4.100 4.663 0.000
C 1.003 -3.433 3.525 0.000
H -5.621 -2.315 1.367 0.000
H -4.394 -0.232 0.710 0.000
H -2.047 0.150 1.571 0.000
H -2.072 -3.783 3.305 0.000
H -4.440 -4.102 2.643 0.000
H -1.161 -1.242 4.980 0.000
H -0.349 -2.406 7.043 0.000
H 1.336 -4.270 6.819 0.000
H 2.208 -4.893 4.551 0.000
H 1.357 -3.731 2.540 0.000
```

Summary:
Net charge = 0
Energy relative to the best compared isomer or geometry (same formula, charge and spin) = 96.7 kJ/mol
Spin multiplicity = 3
HOMO level (spin up / spin down) = -6.3 / -6.3 eV
E_LUMO (spin up / spin down) = 0.27 / 0.27 eV

=====

(3)
DFT (ωB97M-V/def2-TZVPD) results for a structure of composition C31H39AuBrN2O2Si2Te in a non-equilibrium geometry.

The geometry in XYZ format:
```
79
Properties=species:S:1:pos:R:3:lowdin_charge:R:1
Au 0.499 0.046 -0.297 0.942
C 2.653 1.953 -2.475 -0.067
O 2.463 0.779 -1.713 -0.207
C 3.546 -0.003 -1.435 -0.218
C 4.841 0.331 -1.798 -0.019
C 5.893 -0.527 -1.524 -0.068
C 5.662 -1.743 -0.898 -0.075
C 4.382 -2.088 -0.525 -0.004
C 3.305 -1.215 -0.751 -0.184
N 2.040 -1.538 -0.331 -0.038
N 1.865 -2.551 0.403 0.085
C 0.780 -3.229 0.669 -0.166
C -0.491 -2.921 0.024 -0.345
O -0.603 -1.964 -0.788 -0.107
C -1.599 -3.747 0.398 0.003
C -1.481 -4.788 1.262 0.011
C -0.245 -5.103 1.900 -0.171
C -0.102 -6.197 2.766 -0.021
C 1.112 -6.471 3.355 -0.071
C 2.214 -5.653 3.109 -0.062
C 2.099 -4.579 2.258 -0.019
C 0.880 -4.295 1.627 -0.107
H 3.330 2.648 -1.974 0.105
H 1.668 2.403 -2.577 0.060
H 3.037 1.711 -3.468 0.110
H 5.047 1.265 -2.293 0.107
H 6.888 -0.243 -1.823 0.109
H 6.482 -2.419 -0.710 0.109
H 4.183 -3.038 -0.054 0.104
H -2.538 -3.529 -0.089 0.115
H -2.338 -5.406 1.483 0.123
H -0.956 -6.832 2.953 0.116
H 1.215 -7.324 4.008 0.107
H 3.161 -5.873 3.574 0.108
H 2.947 -3.944 2.048 0.102
Br 1.792 2.457 5.890 0.767
C 1.526 1.747 4.146 -0.674
C 1.787 2.540 3.041 -0.115
C 1.549 2.030 1.776 -0.190
C 1.065 0.743 1.615 -0.271
C 0.839 -0.052 2.723 -0.092
C 1.071 0.448 3.995 -0.109
H 2.161 3.544 3.159 0.110
H 1.769 2.655 0.916 0.071
H 0.488 -1.070 2.622 0.103
H 0.891 -0.171 4.860 0.111
C -0.236 0.472 -4.031 -0.162
Si -1.647 1.729 -3.817 0.501
C -3.271 0.842 -3.378 -0.175
C -1.828 2.769 -5.398 -0.171
C -1.187 3.009 -2.440 -0.530
Te -0.877 2.362 -0.409 1.442
C -2.873 1.686 -0.134 -0.535
Si -3.650 2.547 1.395 0.469
C -3.402 4.416 1.114 -0.190
C -5.469 2.002 1.416 -0.167
C -2.646 2.053 2.936 -0.167
H -0.598 -0.400 -4.568 0.041
H 0.168 0.116 -3.084 -0.011
H 0.581 0.888 -4.615 0.033
H -3.601 0.243 -4.220 0.037
H -4.078 1.535 -3.151 0.032
H -3.154 0.168 -2.536 0.020
H -2.007 2.127 -6.253 0.033
H -0.933 3.346 -5.608 0.031
H -2.654 3.467 -5.338 0.031
H -1.978 3.754 -2.352 0.016
H -0.282 3.553 -2.712 -0.004
H -2.872 0.606 -0.048 0.016
H -3.406 1.967 -1.034 -0.010
H -3.771 4.739 0.144 0.030
H -2.343 4.669 1.173 0.007
H -3.915 5.001 1.871 0.033
H -6.007 2.413 0.569 0.031
H -5.968 2.333 2.318 0.030
H -5.554 0.921 1.366 0.031
H -1.583 2.241 2.785 0.006
H -2.769 1.005 3.193 0.034
H -2.969 2.640 3.789 0.036
```

Summary:
Net charge = +1
HOMO level = -9.7 eV
E_LUMO = -4.88 eV

=====

Copy entry 3 word for word.
DFT (ωB97M-V/def2-TZVPD) results for a structure of composition C31H39AuBrN2O2Si2Te in a non-equilibrium geometry.

The geometry in XYZ format:
```
79
Properties=species:S:1:pos:R:3:lowdin_charge:R:1
Au 0.499 0.046 -0.297 0.942
C 2.653 1.953 -2.475 -0.067
O 2.463 0.779 -1.713 -0.207
C 3.546 -0.003 -1.435 -0.218
C 4.841 0.331 -1.798 -0.019
C 5.893 -0.527 -1.524 -0.068
C 5.662 -1.743 -0.898 -0.075
C 4.382 -2.088 -0.525 -0.004
C 3.305 -1.215 -0.751 -0.184
N 2.040 -1.538 -0.331 -0.038
N 1.865 -2.551 0.403 0.085
C 0.780 -3.229 0.669 -0.166
C -0.491 -2.921 0.024 -0.345
O -0.603 -1.964 -0.788 -0.107
C -1.599 -3.747 0.398 0.003
C -1.481 -4.788 1.262 0.011
C -0.245 -5.103 1.900 -0.171
C -0.102 -6.197 2.766 -0.021
C 1.112 -6.471 3.355 -0.071
C 2.214 -5.653 3.109 -0.062
C 2.099 -4.579 2.258 -0.019
C 0.880 -4.295 1.627 -0.107
H 3.330 2.648 -1.974 0.105
H 1.668 2.403 -2.577 0.060
H 3.037 1.711 -3.468 0.110
H 5.047 1.265 -2.293 0.107
H 6.888 -0.243 -1.823 0.109
H 6.482 -2.419 -0.710 0.109
H 4.183 -3.038 -0.054 0.104
H -2.538 -3.529 -0.089 0.115
H -2.338 -5.406 1.483 0.123
H -0.956 -6.832 2.953 0.116
H 1.215 -7.324 4.008 0.107
H 3.161 -5.873 3.574 0.108
H 2.947 -3.944 2.048 0.102
Br 1.792 2.457 5.890 0.767
C 1.526 1.747 4.146 -0.674
C 1.787 2.540 3.041 -0.115
C 1.549 2.030 1.776 -0.190
C 1.065 0.743 1.615 -0.271
C 0.839 -0.052 2.723 -0.092
C 1.071 0.448 3.995 -0.109
H 2.161 3.544 3.159 0.110
H 1.769 2.655 0.916 0.071
H 0.488 -1.070 2.622 0.103
H 0.891 -0.171 4.860 0.111
C -0.236 0.472 -4.031 -0.162
Si -1.647 1.729 -3.817 0.501
C -3.271 0.842 -3.378 -0.175
C -1.828 2.769 -5.398 -0.171
C -1.187 3.009 -2.440 -0.530
Te -0.877 2.362 -0.409 1.442
C -2.873 1.686 -0.134 -0.535
Si -3.650 2.547 1.395 0.469
C -3.402 4.416 1.114 -0.190
C -5.469 2.002 1.416 -0.167
C -2.646 2.053 2.936 -0.167
H -0.598 -0.400 -4.568 0.041
H 0.168 0.116 -3.084 -0.011
H 0.581 0.888 -4.615 0.033
H -3.601 0.243 -4.220 0.037
H -4.078 1.535 -3.151 0.032
H -3.154 0.168 -2.536 0.020
H -2.007 2.127 -6.253 0.033
H -0.933 3.346 -5.608 0.031
H -2.654 3.467 -5.338 0.031
H -1.978 3.754 -2.352 0.016
H -0.282 3.553 -2.712 -0.004
H -2.872 0.606 -0.048 0.016
H -3.406 1.967 -1.034 -0.010
H -3.771 4.739 0.144 0.030
H -2.343 4.669 1.173 0.007
H -3.915 5.001 1.871 0.033
H -6.007 2.413 0.569 0.031
H -5.968 2.333 2.318 0.030
H -5.554 0.921 1.366 0.031
H -1.583 2.241 2.785 0.006
H -2.769 1.005 3.193 0.034
H -2.969 2.640 3.789 0.036
```

Summary:
Net charge = +1
HOMO level = -9.7 eV
E_LUMO = -4.88 eV

=====

Among the records above, which one has the highest net charge? C31H39AuBrN2O2Si2Te

=====

Copy entry 3 word for word.
DFT (ωB97M-V/def2-TZVPD) results for a structure of composition C31H39AuBrN2O2Si2Te in a non-equilibrium geometry.

The geometry in XYZ format:
```
79
Properties=species:S:1:pos:R:3:lowdin_charge:R:1
Au 0.499 0.046 -0.297 0.942
C 2.653 1.953 -2.475 -0.067
O 2.463 0.779 -1.713 -0.207
C 3.546 -0.003 -1.435 -0.218
C 4.841 0.331 -1.798 -0.019
C 5.893 -0.527 -1.524 -0.068
C 5.662 -1.743 -0.898 -0.075
C 4.382 -2.088 -0.525 -0.004
C 3.305 -1.215 -0.751 -0.184
N 2.040 -1.538 -0.331 -0.038
N 1.865 -2.551 0.403 0.085
C 0.780 -3.229 0.669 -0.166
C -0.491 -2.921 0.024 -0.345
O -0.603 -1.964 -0.788 -0.107
C -1.599 -3.747 0.398 0.003
C -1.481 -4.788 1.262 0.011
C -0.245 -5.103 1.900 -0.171
C -0.102 -6.197 2.766 -0.021
C 1.112 -6.471 3.355 -0.071
C 2.214 -5.653 3.109 -0.062
C 2.099 -4.579 2.258 -0.019
C 0.880 -4.295 1.627 -0.107
H 3.330 2.648 -1.974 0.105
H 1.668 2.403 -2.577 0.060
H 3.037 1.711 -3.468 0.110
H 5.047 1.265 -2.293 0.107
H 6.888 -0.243 -1.823 0.109
H 6.482 -2.419 -0.710 0.109
H 4.183 -3.038 -0.054 0.104
H -2.538 -3.529 -0.089 0.115
H -2.338 -5.406 1.483 0.123
H -0.956 -6.832 2.953 0.116
H 1.215 -7.324 4.008 0.107
H 3.161 -5.873 3.574 0.108
H 2.947 -3.944 2.048 0.102
Br 1.792 2.457 5.890 0.767
C 1.526 1.747 4.146 -0.674
C 1.787 2.540 3.041 -0.115
C 1.549 2.030 1.776 -0.190
C 1.065 0.743 1.615 -0.271
C 0.839 -0.052 2.723 -0.092
C 1.071 0.448 3.995 -0.109
H 2.161 3.544 3.159 0.110
H 1.769 2.655 0.916 0.071
H 0.488 -1.070 2.622 0.103
H 0.891 -0.171 4.860 0.111
C -0.236 0.472 -4.031 -0.162
Si -1.647 1.729 -3.817 0.501
C -3.271 0.842 -3.378 -0.175
C -1.828 2.769 -5.398 -0.171
C -1.187 3.009 -2.440 -0.530
Te -0.877 2.362 -0.409 1.442
C -2.873 1.686 -0.134 -0.535
Si -3.650 2.547 1.395 0.469
C -3.402 4.416 1.114 -0.190
C -5.469 2.002 1.416 -0.167
C -2.646 2.053 2.936 -0.167
H -0.598 -0.400 -4.568 0.041
H 0.168 0.116 -3.084 -0.011
H 0.581 0.888 -4.615 0.033
H -3.601 0.243 -4.220 0.037
H -4.078 1.535 -3.151 0.032
H -3.154 0.168 -2.536 0.020
H -2.007 2.127 -6.253 0.033
H -0.933 3.346 -5.608 0.031
H -2.654 3.467 -5.338 0.031
H -1.978 3.754 -2.352 0.016
H -0.282 3.553 -2.712 -0.004
H -2.872 0.606 -0.048 0.016
H -3.406 1.967 -1.034 -0.010
H -3.771 4.739 0.144 0.030
H -2.343 4.669 1.173 0.007
H -3.915 5.001 1.871 0.033
H -6.007 2.413 0.569 0.031
H -5.968 2.333 2.318 0.030
H -5.554 0.921 1.366 0.031
H -1.583 2.241 2.785 0.006
H -2.769 1.005 3.193 0.034
H -2.969 2.640 3.789 0.036
```

Summary:
Net charge = +1
HOMO level = -9.7 eV
E_LUMO = -4.88 eV